Entry 1:
Formula: C32H44ClN3O6PSTi
Source: the OMol25 dataset
Level of theory: ωB97M-V/def2-TZVPD

Values from the calculation:
E_LUMO (spin up / spin down): 2.41 / 2.41 eV
frontier orbital gap (spin up / spin down): 0.18197 / 0.26066 Ha
<S²>: 2.0324
maximum force: 1.27 eV/A
net charge: -1
total energy: -3910.9886 Ha
2S+1: 3

```
89
C32H44ClN3O6PSTi | the OMol25 dataset | ωB97M-V/def2-TZVPD
Ti 0.1990 -0.3932 0.5214
C 3.9094 1.2394 2.4139
C 3.0194 0.2049 3.0553
C 3.3284 -1.1467 2.9896
C 2.5027 -2.1080 3.5637
C 2.8559 -3.5748 3.4719
C 1.3615 -1.6910 4.2423
C 1.0301 -0.3426 4.3329
C -0.1807 0.1055 5.1127
C 1.8620 0.5888 3.7239
H 4.5749 1.6918 3.1542
H 3.3084 2.0354 1.9636
H 4.5220 0.8007 1.6228
H 4.2134 -1.4625 2.4408
H 3.5409 -3.8620 4.2751
H 3.3469 -3.7996 2.5213
H 1.9648 -4.2024 3.5558
H 0.7104 -2.4327 4.7020
H 0.0726 0.2418 6.1683
H -0.9861 -0.6304 5.0561
H -0.5613 1.0560 4.7316
H 1.6031 1.6448 3.7686
Cl -4.1558 -5.2350 -1.2326
C -3.4337 -3.9714 -0.2493
C -2.6589 -4.3010 0.8464
C -2.0545 -3.2954 1.5908
C -2.1660 -1.9422 1.2498
C -1.3786 -0.8864 1.9436
C -3.0236 -1.6468 0.1755
C -3.6378 -2.6434 -0.5749
H -2.5270 -5.3417 1.1156
H -1.4564 -3.5670 2.4559
H -1.0274 -1.2120 2.9191
H -1.9337 0.0504 2.0116
H -3.1827 -0.6096 -0.0903
H -4.2799 -2.3894 -1.4116
C -0.5201 4.2983 2.2337
C -0.4684 4.5793 0.7381
C 0.9761 4.7862 0.2824
C -1.3077 5.7899 0.3915
O -1.1085 3.4759 0.0222
P -0.4841 2.0515 -0.2544
O -1.5546 1.0749 -0.6268
O 0.3415 1.6004 0.9391
O 0.5560 2.2711 -1.4231
C 0.2673 2.4190 -2.8496
C 0.0973 1.0371 -3.4612
C -0.9836 3.2603 -3.0937
C 1.4910 3.1085 -3.4141
H -0.0794 5.1353 2.7828
H 0.0291 3.3854 2.4671
H -1.5584 4.1696 2.5545
H 1.4168 5.6077 0.8541
H 1.0117 5.0380 -0.7819
H 1.5787 3.8879 0.4350
H -0.9227 6.6697 0.9168
H -2.3489 5.6268 0.6851
H -1.2749 5.9799 -0.6861
H -0.8683 0.6104 -3.1809
H 0.8987 0.3780 -3.1189
H 0.1411 1.1030 -4.5504
H -1.8487 2.8438 -2.5699
H -1.1979 3.2672 -4.1649
H -0.8371 4.2907 -2.7534
H 2.3868 2.5349 -3.1661
H 1.5925 4.1129 -2.9899
H 1.4011 3.1914 -4.5006
O -3.2787 -0.9543 -5.1302
C -2.3794 -2.0451 -5.2831
N -1.8217 -2.2434 -3.9747
C -0.8382 -3.1555 -3.7834
O -0.4584 -3.8601 -4.7046
C -0.2479 -3.2320 -2.4090
C 0.3886 -4.4231 -1.9849
C 0.9081 -4.4527 -0.6913
C 0.8204 -3.3600 0.1259
N 0.2400 -2.1778 -0.3014
C -0.2931 -2.1754 -1.5656
H -3.6896 -0.7801 -5.9801
H -1.5812 -1.8215 -5.9876
H -2.8945 -2.9376 -5.6324
H -2.3108 -1.8300 -3.1951
H 0.4449 -5.2676 -2.6595
H 1.3901 -5.3474 -0.3132
H 1.2030 -3.3560 1.1377
H -0.7525 -1.2363 -1.8701
S 3.9482 0.5874 -1.5548
C 2.9044 -0.0110 -0.4564
N 2.1943 -0.4775 0.3601
```


Entry 2:
Formula: C32H44F2N5O2RuSi2Te
Source: the OMol25 dataset
Level of theory: ωB97M-V/def2-TZVPD

Values from the calculation:
E_LUMO (spin up / spin down): -0.28 / -0.33 eV
frontier orbital gap (spin up / spin down): 0.24964 / 0.26380 Ha
<S²>: 0.7569
maximum force: 0.51 eV/A
total energy: -2811.7327 Ha
2S+1: 2

```
89
C32H44F2N5O2RuSi2Te | the OMol25 dataset | ωB97M-V/def2-TZVPD
Ru -0.7309 0.4248 0.0556
C 3.2781 2.0273 -0.3364
C 1.7878 2.0215 -0.1285
O 1.1910 0.9920 -0.6077
C 1.1736 3.0868 0.5097
C -0.2229 3.3488 0.4387
C -0.6806 4.7797 0.4784
N -1.0922 2.3995 0.2079
N -2.3102 2.8134 -0.3406
C -2.7298 1.8903 -1.1452
O -2.0889 0.7640 -1.3539
C -3.9836 2.1046 -1.9075
C -4.6199 3.3432 -1.8992
C -5.7878 3.5288 -2.6199
C -6.3309 2.4805 -3.3529
C -5.7036 1.2437 -3.3565
C -4.5344 1.0555 -2.6343
H 3.4870 1.8399 -1.3902
H 3.7262 1.2072 0.2314
H 3.7416 2.9644 -0.0346
H 1.8026 3.9112 0.8163
H 0.0991 5.4092 0.9025
H -1.6015 4.8754 1.0511
H -0.9001 5.1262 -0.5322
H -4.1869 4.1498 -1.3240
H -6.2777 4.4940 -2.6116
H -7.2434 2.6276 -3.9166
H -6.1267 0.4208 -3.9187
H -4.0447 0.0918 -2.6137
C -0.0979 -3.3483 3.0852
Si 0.0294 -4.3760 1.5265
C 1.8296 -4.5340 1.0316
C -0.6941 -6.0707 1.8529
C -0.9400 -3.6116 0.1087
Te -0.0459 -1.9900 -0.9535
C -1.4683 -2.0205 -2.5331
Si -0.8729 -1.3383 -4.1893
C 0.0439 0.2875 -4.0545
C -2.3911 -1.1359 -5.2661
C 0.2710 -2.6347 -4.9173
H 0.4562 -3.8240 3.8987
H -1.1339 -3.2383 3.4123
H 0.3161 -2.3494 2.9429
H 2.3997 -5.0588 1.8019
H 2.2926 -3.5546 0.8830
H 1.9378 -5.0914 0.0985
H -0.1811 -6.5615 2.6830
H -0.6030 -6.7153 0.9760
H -1.7534 -6.0015 2.1087
H -1.9345 -3.2876 0.4156
H -1.0576 -4.3823 -0.6586
H -2.3356 -1.4891 -2.1434
H -1.7226 -3.0739 -2.6784
H -0.2750 0.8705 -3.1913
H -0.1384 0.8883 -4.9489
H 1.1218 0.1322 -3.9695
H -3.0462 -0.3634 -4.8578
H -2.9633 -2.0633 -5.3392
H -2.1104 -0.8326 -6.2774
H 1.1284 -2.8039 -4.2608
H 0.6580 -2.3184 -5.8886
H -0.2404 -3.5899 -5.0562
C 0.3893 0.6826 4.2508
C -0.2340 0.7294 3.0138
N 0.3435 0.2400 1.9156
C 1.5745 -0.2782 2.0064
C 2.2752 -0.3444 3.1963
C 1.6523 0.1362 4.3445
C 3.6305 -0.9462 3.2388
C 4.7922 -0.3049 3.1392
C 4.9774 1.1512 3.0004
C 6.1592 1.6600 2.4705
C 6.2577 3.0332 2.3474
N 5.2809 3.8561 2.7216
C 4.2001 3.2701 3.2264
N 3.9973 1.9706 3.3903
H -0.1173 1.0810 5.1184
H -1.2220 1.1524 2.8874
H 2.0006 -0.6399 1.0785
H 2.1746 0.1022 5.2918
H 3.6594 -2.0279 3.3382
H 5.7027 -0.8935 3.1353
H 6.9634 1.0068 2.1605
H 7.1483 3.4934 1.9339
H 3.3981 3.9249 3.5494
F -3.1551 -1.1596 0.3068
C -2.2964 -0.3820 1.0747
F -3.1344 0.5707 1.6491
H -1.9875 -1.0257 1.9051
```


Entry 3:
Formula: C32H44F3N5O10S2
Source: the OMol25 dataset
Level of theory: ωB97M-V/def2-TZVPD

Values from the calculation:
E_LUMO: -0.79 eV
frontier orbital gap: 0.26394 Ha
maximum force: 6.30 eV/A
total energy: -3367.6050 Ha

```
96
C32H44F3N5O10S2 | the OMol25 dataset | ωB97M-V/def2-TZVPD
C -4.3786 1.3806 1.1878
C -2.9779 1.9106 0.5216
C -3.2149 3.3014 -0.3051
C -2.0717 4.3973 -0.0766
N -0.7827 4.2096 -0.7791
C -0.8199 3.4302 -2.0337
C -0.6248 1.8431 -1.9137
C 0.3233 1.2456 -3.1084
C 1.2206 0.0698 -2.4719
C 0.5061 -1.3733 -2.4865
N 0.0408 -1.8864 -1.2440
C -0.5440 -3.1964 -1.3602
C -1.0820 -3.8662 -0.0329
C -1.0385 -3.1322 1.4101
C 0.4170 -2.5600 1.8000
C 0.2088 -0.9856 2.1648
N 0.3573 -0.4212 3.5293
O -0.1372 -0.2004 1.2452
C -1.7127 -5.3065 -0.0267
C -1.8247 -6.0696 -1.4007
C -1.2955 -5.3864 -2.6802
C -0.6465 -3.9380 -2.7138
N -0.2366 -3.4494 -4.0072
C 0.3374 -2.1554 -3.8261
N 0.8343 -1.4734 -5.0629
C 0.3610 3.9387 0.0801
S 0.4224 2.9428 1.4246
S 1.9518 4.8539 -0.3548
C 3.3262 3.6454 -0.6628
C 4.1374 3.2784 0.7109
C 4.5957 1.7400 0.5554
H -4.2333 0.9722 2.2479
H -4.7889 0.5464 0.5029
H -5.1794 2.1939 1.2457
H -2.2577 2.0346 1.3988
H -2.6198 1.0546 -0.1419
H -4.1822 3.7422 0.1631
H -3.4923 3.1084 -1.4081
H -1.9268 4.5097 1.0659
H -2.5107 5.4178 -0.4191
H 0.0485 3.8176 -2.7020
H -1.7746 3.6540 -2.6501
H -1.6612 1.3556 -2.0944
H -0.2321 1.4633 -0.9127
H 1.0381 2.0474 -3.4985
H -0.3777 0.8647 -3.9317
H 1.6379 0.3197 -1.4286
H 2.1519 -0.0307 -3.1545
H -1.3283 -3.9040 2.2227
H -1.8350 -2.2923 1.4616
H 1.1742 -2.5692 0.9379
H 0.8971 -3.0968 2.6982
H 1.3200 -0.4999 3.8862
H -0.3279 -0.9068 4.1259
H -2.0799 -5.7766 0.9487
H -2.2986 -7.1169 -1.4601
H -1.3825 -5.9751 -3.6612
H 0.1117 -0.7498 -5.2697
H 0.7518 -2.1643 -5.8273
H 4.1048 4.2054 -1.3155
H 3.0287 2.7184 -1.2590
H 3.5013 3.4810 1.6370
H 5.1047 3.9048 0.7756
H 3.7389 1.0911 0.9446
H 5.6047 1.5344 1.0552
H 4.7484 1.5413 -0.5745
C 1.9110 6.2284 3.6738
C 1.7152 7.6533 3.2681
O 2.4005 8.3724 4.2731
C 3.3971 7.5436 4.6962
O 4.3401 7.9008 5.3412
O 3.1913 6.2590 4.2884
F 0.4050 7.9960 3.3108
H 1.1674 5.8912 4.4016
H 1.8994 5.5471 2.8205
H 2.1316 7.9031 2.2877
C 5.0901 -3.2637 -2.2403
C 4.1818 -3.9507 -1.2712
O 3.9023 -2.9434 -0.3207
C 3.9884 -1.7674 -1.0032
O 3.5568 -0.7251 -0.6031
O 4.6188 -1.9245 -2.2015
F 4.8188 -4.9689 -0.6454
H 6.1378 -3.2893 -1.9272
H 5.0147 -3.6774 -3.2471
H 3.2466 -4.3122 -1.7095
C -6.0542 -6.6824 1.1440
C -6.2735 -5.2577 0.7464
O -5.6002 -4.5334 1.7556
C -4.5916 -5.3469 2.1734
O -3.6523 -4.9755 2.8226
O -4.7748 -6.6325 1.7587
F -7.5885 -4.9375 0.7906
H -6.7922 -7.0362 1.8695
H -6.0523 -7.3584 0.2876
H -5.8608 -4.9950 -0.2321
```